Density functional theory data (ωB97M-V with the def2-TZVPD basis set) for a 14-piece molecular cluster, C37H65Cl3F3NO41S6 overall at a distorted geometry.

Results
E_LUMO (spin up / spin down) = -2.6 / -7.1 eV
⟨S²⟩ = 0.754
gap between HOMO and LUMO (spin up / spin down) = 9.86 / 5.30 eV
net charge = +1
total energy = -8657.17526 Eh
E_HOMO (spin up / spin down) = -0.457 / -0.457 Eh
largest force on an atom = 7.17 eV Å⁻¹
2S+1 = 2

Last columns: bonded neighbours and bond lengths (Å).
Cartesian coordinates (Å):
1 N 0.08076 -1.83882 3.58211  H2 1.010, H3 1.010, H4 1.010, H5 1.010
2 H 0.48174 -0.96793 3.89969  N1 1.010
3 H 0.75454 -2.58682 3.66341  N1 1.010
4 H -0.18621 -1.80820 2.60851  N1 1.010
5 H -0.78287 -2.04036 4.06548  N1 1.010
6 C -0.17641 -1.48029 0.12440  O7 1.433, O8 1.396, C9 1.563, H20 1.090
7 O 1.08500 -1.23327 0.75824  C6 1.433, C13 1.423
8 O -0.81606 -2.38249 0.97572  C6 1.396
9 C -0.99444 -0.26371 -0.41740  C6 1.563, F10 1.294, F11 1.364, F12 1.290
10 F -2.10727 -0.53053 -1.02088  C9 1.294
11 F -1.36386 0.62058 0.55345  C9 1.364
12 F -0.24043 0.44823 -1.18512  C9 1.290
13 C 2.14931 -0.39153 0.33079  O7 1.423, C14 1.565, H18 1.090, H19 1.090
14 C 3.09358 -0.18742 1.56172  C13 1.565, H15 1.090, H16 1.090, H17 1.090
15 H 3.93489 0.45829 1.31005  C14 1.090
16 H 2.52322 0.35844 2.31328  C14 1.090
17 H 3.44182 -1.12796 1.98858  C14 1.090
18 H 1.76814 0.56455 -0.02798  C13 1.090
19 H 2.76984 -0.75022 -0.49042  C13 1.090
20 H -0.00282 -2.06209 -0.78086  C6 1.090
21 C 0.35530 -3.12303 -3.95911  Cl22 1.833, Cl23 1.785, Cl24 1.763, H25 1.090
22 Cl 1.06610 -3.82759 -5.49444  C21 1.833
23 Cl -1.35360 -2.64474 -4.15582  C21 1.785
24 Cl 1.26235 -1.71067 -3.41928  C21 1.763
25 H 0.48155 -3.87956 -3.18463  C21 1.090
26 C 4.58056 0.86580 5.90901  C27 1.528, H33 1.090, H34 1.090, H35 1.090
27 C 4.51756 -0.09605 4.72321  C26 1.528, C28 1.539, O32 1.459, H36 1.090
28 C 5.51723 -1.26405 4.78247  C27 1.539, O29 1.445, H37 1.090, H38 1.090
29 O 4.67256 -2.43579 4.76756  C28 1.445, C30 1.291
30 C 3.43177 -2.10117 4.64515  O29 1.291, O31 1.228, O32 1.293
31 O 2.52027 -2.88117 4.38348  C30 1.228
32 O 3.25339 -0.82102 4.66376  C27 1.459, C30 1.293
33 H 5.52828 1.40236 5.95409  C26 1.090
34 H 4.51048 0.34109 6.86183  C26 1.090
35 H 3.67097 1.46461 5.95548  C26 1.090
36 H 4.74219 0.51723 3.85054  C27 1.090
37 H 5.89618 -1.14801 5.79786  C28 1.090
38 H 6.16338 -1.24473 3.90484  C28 1.090
39 C 5.71476 -3.77368 1.27170  C40 1.512, H46 1.090, H47 1.090, H48 1.090
40 C 6.03745 -3.18298 -0.08264  C39 1.512, C41 1.531, O45 1.377, H49 1.090
41 C 6.40606 -1.70417 -0.22325  C40 1.531, O42 1.376, H50 1.090, H51 1.090
42 O 7.60202 -1.73871 -0.90223  C41 1.376, C43 1.389
43 C 8.13309 -3.02239 -0.92922  O42 1.389, O44 1.245, O45 1.324
44 O 9.20004 -3.36835 -1.46978  C43 1.245
45 O 7.20821 -3.82330 -0.42400  C40 1.377, C43 1.324
46 H 4.78444 -3.40802 1.70633  C39 1.090
47 H 6.45637 -3.51293 2.02675  C39 1.090
48 H 5.61496 -4.85828 1.22932  C39 1.090
49 H 5.32300 -3.47363 -0.85282  C40 1.090
50 H 6.60141 -1.26801 0.75638  C41 1.090
51 H 5.64440 -1.12930 -0.75003  C41 1.090
52 C -3.83365 -0.57478 3.06524  C53 1.572, H59 1.090, H60 1.090, H61 1.090
53 C -4.94041 0.53385 2.93968  C52 1.572, C54 1.544, O58 1.439, H62 1.090
54 C -6.29402 0.19168 2.28140  C53 1.544, O55 1.361, H63 1.090, H64 1.090
55 O -7.23024 0.31006 3.26240  C54 1.361, C56 1.282
56 C -6.72284 0.71427 4.36806  O55 1.282, O57 1.202, O58 1.386
57 O -7.35190 0.99992 5.35145  C56 1.202
58 O -5.34087 0.78829 4.29840  C53 1.439, C56 1.386
59 H -4.22645 -1.51903 3.44232  C52 1.090
60 H -3.03734 -0.34381 3.77282  C52 1.090
61 H -3.41385 -0.79707 2.08419  C52 1.090
62 H -4.59027 1.43010 2.42758  C53 1.090
63 H -6.30502 -0.82891 1.89882  C54 1.090
64 H -6.52028 0.93758 1.51946  C54 1.090
65 C -3.97269 -0.61254 -5.19350  C66 1.468, H72 1.090, H73 1.090, H74 1.090
66 C -4.45423 0.24944 -4.10763  C65 1.468, C67 1.517, O71 1.462, H75 1.090
67 C -4.46797 1.75078 -4.32756  C66 1.517, O68 1.411, H76 1.090, H77 1.090
68 O -5.74786 2.11493 -3.85710  C67 1.411, C69 1.255
69 C -6.48094 1.11631 -3.65635  O68 1.255, O70 1.247, O71 1.331
70 O -7.71038 1.27629 -3.51894  C69 1.247
71 O -5.87920 -0.03509 -3.94581  C66 1.462, C69 1.331
72 H -4.13502 -1.67813 -5.03141  C65 1.090
73 H -2.89296 -0.62835 -5.34199  C65 1.090
74 H -4.46326 -0.43040 -6.14966  C65 1.090
75 H -3.89932 -0.00701 -3.20518  C66 1.090
76 H -4.36417 2.06968 -5.36469  C67 1.090
77 H -3.74762 2.25473 -3.68318  C67 1.090
78 C -6.67962 2.94938 -0.46421  C79 1.523, H85 1.090, H86 1.090, H87 1.090
79 C -5.64833 4.06886 -0.51038  C78 1.523, C80 1.562, O84 1.444, H88 1.090
80 C -4.83023 4.23167 0.80976  C79 1.562, O81 1.360, H89 1.090, H90 1.090
81 O -3.81037 3.34172 0.67313  C80 1.360, C82 1.350
82 C -3.61233 3.06555 -0.63298  O81 1.350, O83 1.254, O84 1.333
83 O -2.75528 2.31183 -1.15312  C82 1.254
84 O -4.54079 3.69157 -1.35604  C79 1.444, C82 1.333
85 H -7.33527 3.08161 0.39644  C78 1.090
86 H -6.32821 1.91793 -0.43744  C78 1.090
87 H -7.34972 2.99003 -1.32294  C78 1.090
88 H -6.14339 5.02742 -0.66586  C79 1.090
89 H -5.55091 3.92913 1.56950  C80 1.090
90 H -4.53285 5.22935 1.13271  C80 1.090
91 C -1.80921 -5.31216 2.37366  C92 1.534, O97 1.450, H98 1.090, H99 1.090
92 C -0.45192 -5.57530 1.70940  C91 1.534, O93 1.395, H100 1.090, H101 1.090
93 O 0.42923 -5.41374 2.77897  C92 1.395, S94 1.618
94 S -0.12668 -6.00456 4.17924  O93 1.618, O95 1.468, O96 1.466, O97 1.640
95 O 0.10900 -5.01659 5.23859  S94 1.468
96 O 0.21789 -7.42061 4.33744  S94 1.466
97 O -1.68176 -5.97173 3.65875  C91 1.450, S94 1.640
98 H -2.68362 -5.83091 1.98070  C91 1.090
99 H -1.98501 -4.25053 2.54730  C91 1.090
100 H -0.26052 -4.86775 0.90265  C92 1.090
101 H -0.62700 -6.57679 1.31636  C92 1.090
102 C -0.80358 3.04095 -3.64328  C103 1.527, O108 1.368, H109 1.090, H110 1.090
103 C -0.90160 1.52820 -3.82877  C102 1.527, O104 1.396, H111 1.090, H112 1.090
104 O -1.23405 1.29718 -5.16446  C103 1.396, S105 1.662
105 S -0.86726 2.57670 -6.16031  O104 1.662, O106 1.478, O107 1.473, O108 1.711
106 O -2.11761 3.12843 -6.72336  S105 1.478
107 O 0.22910 2.32158 -7.10974  S105 1.473
108 O -0.26971 3.46867 -4.82762  C102 1.368, S105 1.711
109 H -0.19548 3.17502 -2.74866  C102 1.090
110 H -1.78234 3.52040 -3.62754  C102 1.090
111 H -1.51737 0.98840 -3.10936  C103 1.090
112 H 0.08802 1.12560 -3.61277  C103 1.090
113 C -0.57555 3.67082 1.10500  C114 1.491, O119 1.409, H120 1.090, H121 1.090
114 C 0.73836 3.26535 0.52821  C113 1.491, O115 1.375, H122 1.090, H123 1.090
115 O 1.35343 2.59890 1.56118  C114 1.375, S116 1.693
116 S 0.89997 3.16189 3.09162  O115 1.693, O117 1.473, O118 1.493, O119 1.687
117 O 2.00449 3.85396 3.77814  S116 1.473
118 O 0.23843 2.04543 3.82952  S116 1.493
119 O -0.24211 4.17763 2.37726  C113 1.409, S116 1.687
120 H -1.20073 2.79186 1.26205  C113 1.090
121 H -0.99904 4.50818 0.55039  C113 1.090
122 H 1.26140 4.17602 0.23632  C114 1.090
123 H 0.52593 2.70999 -0.38532  C114 1.090
124 C -3.53722 -3.57933 -1.65772  C125 1.507, O130 1.424, H131 1.090, H132 1.090
125 C -4.42794 -3.63477 -0.44327  C124 1.507, O126 1.407, H133 1.090, H134 1.090
126 O -4.41240 -4.97596 -0.01768  C125 1.407, S127 1.665
127 S -3.90715 -6.10023 -1.13710  O126 1.665, O128 1.484, O129 1.459, O130 1.693
128 O -5.01455 -7.03361 -1.46124  S127 1.484
129 O -2.70473 -6.75490 -0.63311  S127 1.459
130 O -3.64744 -4.86308 -2.26347  C124 1.424, S127 1.693
131 H -2.51752 -3.27168 -1.42604  C124 1.090
132 H -3.81580 -2.84808 -2.41650  C124 1.090
133 H -5.43083 -3.24546 -0.61862  C125 1.090
134 H -4.02178 -3.04312 0.37716  C125 1.090
135 C 4.17001 3.48155 -4.66658  C136 1.542, O141 1.387, H142 1.090, H143 1.090
136 C 3.03593 2.50955 -5.04949  C135 1.542, O137 1.351, H144 1.090, H145 1.090
137 O 3.14456 1.61173 -4.04574  C136 1.351, S138 1.668
138 S 3.42516 2.37823 -2.59146  O137 1.668, O139 1.451, O140 1.472, O141 1.625
139 O 4.22569 1.53993 -1.71857  S138 1.451
140 O 2.11675 2.88466 -2.14618  S138 1.472
141 O 4.30531 3.55320 -3.28757  C135 1.387, S138 1.625
142 H 3.98365 4.49085 -5.03358  C135 1.090
143 H 5.07916 3.17251 -5.18237  C135 1.090
144 H 3.24893 2.16722 -6.06218  C136 1.090
145 H 2.00216 2.85376 -5.01899  C136 1.090
146 C 4.91552 4.58338 -0.07555  C147 1.520, O152 1.408, H153 1.090, H154 1.090
147 C 4.43262 3.81981 1.14666  C146 1.520, O148 1.383, H155 1.090, H156 1.090
148 O 5.62437 3.31600 1.63634  C147 1.383, S149 1.647
149 S 6.64705 2.80074 0.45328  O148 1.647, O150 1.476, O151 1.498, O152 1.636
150 O 6.38746 1.39862 0.07163  S149 1.476
151 O 8.06091 3.26415 0.62785  S149 1.498
152 O 5.89319 3.74698 -0.64791  C146 1.408, S149 1.636
153 H 5.37890 5.51606 0.24609  C146 1.090
154 H 4.07929 4.83251 -0.72882  C146 1.090
155 H 3.73107 3.00921 0.94954  C147 1.090
156 H 3.97142 4.46206 1.89693  C147 1.090